143
Properties=species:S:1:pos:R:3 method="wB97M-V/def2-TZVPD" de_lowest_ev=0.230 spin_multiplicity=1 total_energy_ev=-939738.5998 homo_ev=-8.31
C -1.65409 -1.01306 -4.57964
Br -1.28241 -2.19699 -3.11845
Br -3.47463 -0.91772 -5.12981
Br -0.42229 -1.24983 -6.00967
H -1.40540 -0.05834 -4.15021
C 4.47806 -1.86414 -2.26236
Br 6.10260 -2.57506 -2.99934
Br 4.52146 -1.93290 -0.32680
Br 2.93761 -2.78754 -2.88050
H 4.40394 -0.81350 -2.49374
C -4.66170 2.69473 2.85887
Br -4.49251 2.63276 4.76019
Br -5.34619 4.43433 2.37074
Br -6.00298 1.39768 2.30722
H -3.75694 2.45548 2.33883
C 0.13743 4.84539 2.42081
Br 0.86887 5.27737 0.71711
Br 1.49645 4.64856 3.73477
Br -0.82423 3.16218 2.22317
H -0.60499 5.53093 2.77242
O 2.53312 -0.42431 5.98732
P 2.40915 -1.29130 4.85480
N 2.57779 -0.47478 3.42084
C 2.36007 -1.12776 2.10164
C 2.29559 0.96434 3.37585
N 0.96002 -2.02188 4.73530
C 0.61095 -3.04618 5.78504
C -0.10264 -1.61357 3.92005
N 3.48502 -2.51112 4.88975
C 4.57085 -2.49031 5.84890
C 3.47491 -3.62583 3.96294
H 2.57525 -0.43931 1.27433
H 1.37692 -1.58479 1.94008
H 3.15488 -1.85117 1.86581
H 1.25682 1.17691 3.06436
H 2.97017 1.45321 2.66432
H 2.45940 1.43311 4.34809
H 0.56486 -2.59136 6.78409
H -0.31358 -3.54106 5.51703
H 1.40955 -3.80270 5.84153
H -1.01059 -1.48062 4.52514
H 0.12738 -0.69541 3.39924
H -0.36497 -2.43216 3.23028
H 5.06880 -1.52271 5.88223
H 4.21361 -2.71330 6.86034
H 5.28680 -3.25965 5.57121
H 2.61499 -3.58403 3.29773
H 3.31055 -4.56470 4.51933
H 4.37824 -3.67331 3.35182
O 5.05841 2.16879 -1.40532
P 5.89079 3.36711 -1.39116
N 6.70984 3.63203 0.04013
C 5.84689 3.82058 1.26291
C 7.74180 2.67039 0.35867
N 5.05136 4.77458 -1.56451
C 3.54979 4.71589 -1.81411
C 5.71641 5.92174 -2.15650
N 7.11995 3.23801 -2.45547
C 6.72197 2.77590 -3.78151
C 8.33854 4.00353 -2.39576
H 6.51236 3.99312 2.10308
H 5.27391 2.89388 1.46407
H 5.12058 4.62274 1.15051
H 7.31754 1.77407 0.80632
H 8.48827 3.11801 1.01764
H 8.27728 2.38676 -0.54383
H 3.36108 3.90709 -2.52557
H 3.07581 4.39151 -0.88842
H 3.25241 5.66219 -2.24321
H 5.52508 5.99221 -3.24516
H 5.29063 6.82977 -1.71719
H 6.78833 5.89892 -2.01777
H 6.05966 3.48968 -4.29016
H 7.60313 2.61082 -4.39936
H 6.23449 1.80659 -3.66097
H 8.34225 4.65698 -1.52876
H 8.35569 4.71795 -3.24355
H 9.20054 3.34823 -2.49155
O -7.08844 -4.23462 -0.77053
P -7.12098 -2.77513 -0.98745
N -5.88422 -2.33171 -1.94991
C -4.67727 -3.08664 -1.87676
C -5.74335 -0.97298 -2.28508
N -7.04743 -1.85672 0.35940
C -7.58122 -0.48698 0.48280
C -5.99688 -2.17849 1.30003
N -8.43929 -2.16782 -1.74226
C -8.54109 -2.34235 -3.15286
C -9.62781 -2.12574 -1.06386
H -4.76217 -3.98241 -1.27665
H -3.85511 -2.44216 -1.51934
H -4.30991 -3.38758 -2.87649
H -5.48857 -0.84340 -3.34011
H -5.12254 -0.39381 -1.59210
H -6.75125 -0.53418 -2.19971
H -6.74746 0.24487 0.39920
H -8.28640 -0.27911 -0.30866
H -8.01241 -0.30199 1.47804
H -4.98107 -1.85981 0.97019
H -6.23055 -1.60008 2.19530
H -5.86809 -3.24085 1.50171
H -7.72801 -2.97535 -3.49627
H -9.49935 -2.79009 -3.41412
H -8.45392 -1.37860 -3.66684
H -9.45363 -2.17551 0.00655
H -10.25132 -2.95713 -1.39633
H -10.16768 -1.18865 -1.24430
C -4.34368 -6.22951 1.28682
O -2.92631 -6.14428 0.92980
C -2.37669 -5.04727 1.22355
O -2.87283 -4.18586 1.92384
O -1.15410 -5.05722 0.67638
C -0.42652 -3.82320 0.61998
H -4.69881 -7.17796 0.89522
H -4.94081 -5.46234 0.80277
H -4.48401 -6.20139 2.36775
H 0.37164 -3.85370 1.37100
H -1.06259 -2.97538 0.81010
H 0.08239 -3.75400 -0.33979
C -0.92320 3.33528 -2.55987
O 0.00544 3.72609 -3.51915
C 0.42871 2.79432 -4.33614
O 0.25023 1.66337 -4.21967
O 1.19182 3.33445 -5.23619
C 1.65819 2.41984 -6.22897
H -0.39567 2.96494 -1.67753
H -1.63444 2.60216 -2.92099
H -1.45446 4.23081 -2.24668
H 0.89066 1.77723 -6.64608
H 2.44738 1.77430 -5.81019
H 2.15201 2.99834 -7.00499
C 0.83775 0.16790 -1.84998
O 0.35225 -0.54491 -0.74869
C -0.81307 -0.12952 -0.28458
O -1.54409 0.59686 -0.85264
O -1.05645 -0.71411 0.93172
C -2.25741 -0.32875 1.61082
H 0.74132 -0.35903 -2.80177
H 1.90443 0.32243 -1.70244
H 0.38626 1.12201 -2.10413
H -3.04364 -0.21097 0.86064
H -2.15374 0.61689 2.13611
H -2.51726 -1.12648 2.29391